138
Properties=species:S:1:pos:R:3 method="wB97M-V/def2-TZVPD" e_above_lowest_ev=0.000 multiplicity=1 charge=0
N 6.28051 1.98839 4.21890
C 5.85801 0.86351 3.67511
C 4.79606 0.81258 2.78023
C 4.19386 1.98371 2.41541
C 4.59118 3.14266 3.05657
C 5.63914 3.07872 3.93662
H 6.37330 -0.05392 3.94474
H 4.51171 -0.14124 2.33831
H 3.33921 1.96082 1.75560
H 4.07036 4.07756 2.89042
H 5.89878 3.98270 4.47298
N -0.03352 -1.32367 5.56076
C -0.79017 -0.57573 4.78585
C -0.48647 0.71000 4.41374
C 0.75443 1.19994 4.75333
C 1.56996 0.43784 5.55157
C 1.14368 -0.81598 5.90707
H -1.72533 -1.03186 4.46632
H -1.18173 1.24229 3.77921
H 1.06420 2.18828 4.43137
H 2.55980 0.79419 5.80638
H 1.76545 -1.47451 6.50982
N 0.34731 1.70076 -4.80532
C 0.34823 0.53334 -4.18593
C 0.40814 -0.70909 -4.82053
C 0.37375 -0.73430 -6.19135
C 0.45415 0.47798 -6.85139
C 0.45137 1.65757 -6.11030
H 0.32359 0.51671 -3.09286
H 0.49712 -1.61166 -4.23070
H 0.33163 -1.66806 -6.73871
H 0.46680 0.50720 -7.93479
H 0.59087 2.61019 -6.61485
N 5.20779 3.43997 -0.59158
C 4.53002 2.38521 -1.02245
C 3.27347 2.46575 -1.59220
C 2.71524 3.70140 -1.77893
C 3.47083 4.79386 -1.43726
C 4.71124 4.62698 -0.84436
H 5.07747 1.46325 -0.85466
H 2.73487 1.57650 -1.87846
H 1.70549 3.77747 -2.15782
H 3.12660 5.79702 -1.68506
H 5.33355 5.46584 -0.55936
N -2.31211 -3.68627 -3.76188
C -2.56022 -2.42001 -3.43504
C -1.82771 -1.72480 -2.47685
C -0.77938 -2.36520 -1.84400
C -0.53526 -3.68053 -2.16557
C -1.35221 -4.31289 -3.08654
H -3.40065 -1.98087 -3.96535
H -2.13430 -0.71471 -2.21570
H -0.23651 -1.83198 -1.07769
H 0.29950 -4.16963 -1.67249
H -1.21391 -5.34759 -3.38688
N -6.01459 -1.80890 -2.78090
C -5.38658 -0.94076 -1.99992
C -4.99754 -1.21153 -0.69538
C -5.32653 -2.44392 -0.16114
C -5.96932 -3.37038 -0.97538
C -6.32651 -2.97272 -2.25519
H -5.14570 0.03425 -2.42502
H -4.47151 -0.47195 -0.10098
H -5.02751 -2.71567 0.84564
H -6.17875 -4.38393 -0.65693
H -6.84725 -3.66836 -2.90537
N -1.95939 -2.96137 2.18481
C -2.40909 -3.44078 1.04429
C -2.66472 -4.78653 0.85455
C -2.38684 -5.66786 1.86271
C -1.97779 -5.16803 3.06921
C -1.76125 -3.81142 3.16072
H -2.58700 -2.84170 0.15495
H -2.93664 -5.17768 -0.12012
H -2.49933 -6.73903 1.73442
H -1.69965 -5.78062 3.91393
H -1.36554 -3.40421 4.08804
N 3.37690 -2.35807 -0.47509
C 2.86803 -1.96708 -1.64788
C 3.37803 -2.40413 -2.84940
C 4.39167 -3.34267 -2.85949
C 4.81615 -3.85697 -1.64947
C 4.28948 -3.33247 -0.49311
H 2.03441 -1.27100 -1.61096
H 3.04522 -1.96772 -3.78791
H 4.84305 -3.68495 -3.77937
H 5.50083 -4.69467 -1.61818
H 4.61234 -3.67842 0.48831
C -0.57588 4.05061 1.27916
C 0.47242 4.71460 2.13264
O 0.45410 4.64087 3.33494
C 1.55635 5.52647 1.47087
H -0.63997 2.97140 1.42336
H -0.36930 4.17820 0.21846
H -1.56024 4.43110 1.54782
H 2.33850 4.84072 1.08243
H 2.05336 6.08352 2.25989
H 1.29356 6.03960 0.54729
C 3.55983 -3.95583 3.86494
C 2.18496 -4.37692 3.48487
O 1.59654 -5.16527 4.12652
C 1.59722 -3.75043 2.27339
H 4.14822 -3.71975 2.98419
H 3.96943 -4.74061 4.49709
H 3.48927 -3.07473 4.50823
H 0.56433 -4.03860 2.15820
H 2.22010 -4.07507 1.43055
H 1.71128 -2.66938 2.30615
C -1.54845 0.17618 0.89626
C -0.13334 0.34427 0.41290
O 0.12875 0.58361 -0.77891
C 0.95657 0.09404 1.40940
H -1.65491 -0.79471 1.40231
H -2.22019 0.12816 0.03820
H -1.85509 0.95885 1.58342
H 1.14829 0.98629 2.01818
H 1.88931 -0.12906 0.88511
H 0.73867 -0.69309 2.12280
C -1.61711 3.00263 -2.27282
C -2.83744 2.65441 -3.05728
O -3.63239 1.85504 -2.65352
C -3.09024 3.42032 -4.31558
H -1.62603 2.45302 -1.33792
H -1.59493 4.08598 -2.13141
H -0.72179 2.70919 -2.82372
H -4.14128 3.39016 -4.57896
H -2.53847 2.94419 -5.13664
H -2.68598 4.42973 -4.24018
C -5.69256 2.07601 0.26741
C -4.51313 3.01078 0.32458
O -3.46020 2.63637 0.67839
C -4.78081 4.44945 0.00514
H -5.64942 1.39384 1.11151
H -5.66526 1.53054 -0.67958
H -6.62531 2.63748 0.28245
H -5.59526 4.85367 0.59853
H -5.00796 4.56625 -1.06141
H -3.87445 5.04142 0.16250



147
Properties=species:S:1:pos:R:3 method="wB97M-V/def2-TZVPD" e_above_lowest_ev=1.292 multiplicity=1 charge=+1
Sc -0.82594 0.42071 -0.41806
O -5.28214 0.57089 -1.59758
C -5.14564 0.80123 -2.90855
C -6.30008 0.97629 -3.66334
C -6.20536 1.22643 -5.01724
C -4.96430 1.31934 -5.63351
C -3.82070 1.15188 -4.87424
C -3.88537 0.87500 -3.51094
C -2.57417 0.62413 -2.77472
O -2.53672 0.86821 -1.40487
N -2.20664 -0.77858 -2.95685
N -1.29405 -1.26702 -2.11416
C -0.91107 -2.48403 -2.26138
C 0.01315 -3.13725 -1.36145
Br 0.20885 -2.30902 0.33039
C 0.66263 -4.28276 -1.60576
C 0.66291 -5.00688 -2.88275
C 0.63425 -6.40260 -2.86571
C 0.62148 -7.12015 -4.04883
C 0.65840 -6.45489 -5.26609
C 0.72169 -5.07051 -5.29471
C 0.72919 -4.34886 -4.11146
H -4.37374 0.67017 -1.23105
H -7.25747 0.91909 -3.16517
H -7.10828 1.36049 -5.59630
H -4.89184 1.52847 -6.69034
H -2.84687 1.23107 -5.34428
H -1.80848 1.24690 -3.28365
H -2.61931 -1.36371 -3.66871
H -1.30507 -3.08634 -3.07808
H 1.22727 -4.72973 -0.79714
H 0.61231 -6.92292 -1.91741
H 0.58940 -8.20059 -4.02204
H 0.65857 -7.01668 -6.19021
H 0.78370 -4.55007 -6.24073
H 0.83405 -3.27237 -4.13994
C 3.02944 -2.84334 5.56179
C 3.72495 -2.41909 4.26491
C 5.19672 -2.10228 4.52431
C 3.59849 -3.58589 3.28863
N 3.06718 -1.16546 3.79276
C 2.59568 -0.23680 4.70414
C 2.05269 0.78057 4.01830
N 2.20046 0.52218 2.67126
B 1.68144 1.44765 1.55345
N 2.78939 1.73833 0.52419
C 4.07120 2.06957 0.89188
C 4.84649 1.99550 -0.19869
N 4.05350 1.58389 -1.25504
C 2.79596 1.39363 -0.78067
S 1.48631 0.72751 -1.69046
C 4.70929 1.36618 -2.58645
C 3.76021 0.97683 -3.71210
C 5.38476 2.68481 -2.97091
C 5.73451 0.24609 -2.39992
N 1.16834 2.71853 2.24963
C 1.87966 3.83912 2.61808
C 1.14498 4.50394 3.53670
N -0.03117 3.79884 3.73421
C -0.02134 2.73528 2.88456
S -1.21424 1.57778 2.54927
C -1.06939 4.13316 4.75826
C -2.41609 4.42689 4.09180
C -1.17509 2.96617 5.73993
C -0.62011 5.37733 5.51669
C 2.88194 -0.66456 2.52974
S 3.48002 -1.25124 1.06232
H 3.41356 -3.81776 5.85720
H 1.95260 -2.92787 5.41497
H 3.21922 -2.16043 6.38881
H 5.69764 -2.97312 4.94531
H 5.29954 -1.27492 5.22745
H 5.69273 -1.83259 3.59204
H 3.98276 -4.47211 3.79582
H 4.15517 -3.42754 2.37802
H 2.55628 -3.76735 3.02413
H 2.66351 -0.38384 5.76357
H 1.56257 1.66064 4.38949
H 0.78211 0.93271 0.92938
H 4.33272 2.28060 1.91266
H 5.89604 2.17569 -0.31107
H 2.98204 1.71970 -3.87355
H 3.29325 0.01172 -3.54501
H 4.36624 0.91499 -4.61663
H 4.64567 3.48114 -3.05772
H 5.87549 2.56628 -3.93571
H 6.14103 2.99333 -2.25241
H 5.24436 -0.65583 -2.03449
H 6.51883 0.51814 -1.69578
H 6.20652 0.02541 -3.35652
H 2.84923 4.07611 2.21951
H 1.36957 5.41128 4.06081
H -2.80746 3.54935 3.58657
H -2.31602 5.23778 3.37423
H -3.12657 4.73938 4.85619
H -1.44533 2.04478 5.23117
H -1.94081 3.19068 6.48166
H -0.22766 2.82190 6.26187
H -0.55966 6.25165 4.86828
H 0.33723 5.23106 6.01624
H -1.36265 5.58605 6.28398
C 0.00336 2.68049 -4.39107
C 0.08147 3.69171 -3.26023
As -0.80929 3.30448 -1.54247
C -2.62651 4.02005 -1.79775
C -2.75323 5.28641 -2.63174
C 0.02274 4.81691 -0.59441
C -0.81264 5.31292 0.56602
H 0.66923 2.97780 -5.20317
H -1.00265 2.63372 -4.81217
H 0.29673 1.67862 -4.07268
H -0.32626 4.64923 -3.59443
H 1.11968 3.87824 -2.97390
H -3.00053 4.18493 -0.78385
H -3.24036 3.21628 -2.20681
H -2.03871 6.05488 -2.33027
H -3.75160 5.71315 -2.52832
H -2.59894 5.08461 -3.69202
H 0.18441 5.62499 -1.31392
H 1.00682 4.47225 -0.26838
H -1.70901 5.82333 0.21289
H -0.25172 6.02606 1.17594
H -1.13106 4.49402 1.20764
O -2.15783 -0.43152 0.93475
S -3.59324 -0.94390 0.98490
C -3.58732 -2.01701 2.39606
C -4.35069 -3.17211 2.33130
C -4.37723 -4.01797 3.43337
C -3.62843 -3.70700 4.55634
C -2.84961 -2.55588 4.59424
C -2.82682 -1.69321 3.51281
C -4.59158 0.40294 1.61247
C -4.21936 1.71428 1.37930
C -5.08484 2.73101 1.75584
C -6.30090 2.43354 2.34714
C -6.66311 1.11197 2.56858
C -5.81029 0.08789 2.19768
H -4.90688 -3.41011 1.43429
H -4.97053 -4.92075 3.40684
H -3.64432 -4.37033 5.41014
H -2.26188 -2.32849 5.47305
H -2.22518 -0.79449 3.52329
H -3.26686 1.95095 0.92278
H -4.79974 3.76078 1.58446
H -6.96957 3.23081 2.63916
H -7.61031 0.87680 3.03315
H -6.09309 -0.94109 2.37095



147
Properties=species:S:1:pos:R:3 method="wB97M-V/def2-TZVPD" multiplicity=1 charge=-1
C 5.01244 1.14672 2.12825
C 3.69904 0.40542 1.88680
C 3.40529 0.08014 0.40713
C 3.49584 1.29412 -0.51192
C 2.05253 -0.67203 0.17977
O 1.06652 0.10907 -0.45716
B 0.00047 0.48116 0.52456
C -0.40530 2.07314 0.63302
C -0.30848 2.67055 2.04115
C 1.11557 3.05208 2.42660
F 1.53015 2.43106 3.62268
O 0.53899 -0.03283 1.81952
C 1.32450 -1.13654 1.45058
C 0.42256 -2.36096 1.15962
C 1.03243 -3.68532 1.47025
O 1.07103 -4.63173 0.74865
Br 1.82361 -3.89435 3.25406
H 4.98615 2.15037 1.70501
H 5.86335 0.59360 1.72549
H 5.16749 1.26558 3.20413
H 2.85793 0.95623 2.30688
H 3.76004 -0.54966 2.41374
H 4.19162 -0.62125 0.09587
H 4.34274 1.93200 -0.25265
H 3.63063 0.99927 -1.55416
H 2.58565 1.89057 -0.46410
H 2.25084 -1.53034 -0.47943
H -1.04497 -0.14619 0.20868
H 0.18515 2.67941 -0.06878
H -1.44764 2.16169 0.31155
H -0.92773 3.57477 2.10255
H -0.69306 1.98180 2.79611
H 1.82630 2.76528 1.65073
H 1.20451 4.12767 2.60228
H 1.94547 -1.38550 2.31032
H 0.08212 -2.39271 0.12622
H -0.46309 -2.24155 1.79183
N 1.32742 1.35007 6.43740
C 2.16377 0.37992 6.90293
C 1.60283 -0.15252 8.03653
C 0.37505 0.52882 8.25888
C 0.23718 1.44919 7.25112
H 1.48641 1.90255 5.60971
H 3.08041 0.14580 6.38939
H 2.02222 -0.94808 8.63151
H -0.32729 0.35920 9.05850
H -0.54558 2.15811 7.04297
N -4.67929 1.64289 -1.73728
C -3.79166 0.74655 -1.20690
C -4.37920 0.18010 -0.10820
C -5.67478 0.75355 0.02563
C -5.82813 1.65491 -0.99470
H -4.50888 2.21279 -2.54495
H -2.81584 0.59945 -1.63788
H -3.91963 -0.55282 0.53277
H -6.40430 0.53687 0.78865
H -6.64991 2.30250 -1.25131
N 2.17632 -6.79309 -0.95352
C 2.42958 -6.55305 -2.27456
C 3.08500 -7.64264 -2.78920
C 3.23616 -8.57739 -1.73025
C 2.66754 -8.02030 -0.61159
H 1.70637 -6.15659 -0.32732
H 2.12934 -5.62515 -2.73293
H 3.41758 -7.75420 -3.80796
H 3.70879 -9.54441 -1.78150
H 2.56733 -8.39605 0.39271
N 6.69025 -4.11492 1.77884
C 5.35325 -4.38800 1.88169
C 4.96653 -5.02518 0.73373
C 6.11558 -5.14239 -0.09492
C 7.16320 -4.57030 0.57694
H 7.23705 -3.64451 2.47511
H 4.79135 -4.10979 2.75623
H 3.97061 -5.36807 0.51128
H 6.16263 -5.59333 -1.07238
H 8.19729 -4.44751 0.30368
N 0.15255 -6.37235 -5.02163
C -0.67344 -7.20745 -5.71952
C -0.47582 -6.97279 -7.05494
C 0.51043 -5.95501 -7.16356
C 0.87785 -5.60670 -5.89035
H 0.22381 -6.33255 -4.02087
H -1.32595 -7.89587 -5.21024
H -0.98124 -7.47454 -7.86318
H 0.90378 -5.52737 -8.07064
H 1.58993 -4.88272 -5.53242
N -6.51010 6.01183 -3.04618
C -5.63991 4.96847 -2.89882
C -5.14435 4.65937 -4.13862
C -5.74241 5.55557 -5.06765
C -6.57808 6.37936 -4.36112
H -7.01732 6.44675 -2.29758
H -5.44490 4.53964 -1.92962
H -4.42675 3.88572 -4.36128
H -5.56813 5.59732 -6.13042
H -7.20818 7.19131 -4.68066
N -0.27539 -9.79873 -1.26682
C 0.19050 -11.04755 -1.56171
C -0.82215 -11.94053 -1.32518
C -1.94322 -11.19593 -0.86749
C -1.57201 -9.87686 -0.84263
H 0.26742 -8.95448 -1.34206
H 1.19750 -11.19137 -1.91360
H -0.76545 -13.00741 -1.46385
H -2.90898 -11.58312 -0.58823
H -2.11830 -8.99307 -0.56071
N -2.04407 7.26094 0.62534
C -3.15875 6.65875 0.10966
C -3.12459 6.80835 -1.25158
C -1.94539 7.53579 -1.56656
C -1.29879 7.79780 -0.38812
H -1.80269 7.29133 1.59829
H -3.86711 6.16183 0.75050
H -3.85620 6.43279 -1.94610
H -1.60550 7.82057 -2.54813
H -0.37561 8.31389 -0.18702
N 3.74314 -0.34699 11.17600
C 4.96158 -0.12504 11.75334
C 5.38206 -1.30254 12.31465
C 4.37532 -2.27361 12.06218
C 3.37882 -1.65077 11.35800
H 3.19708 0.33825 10.68300
H 5.42538 0.84555 11.71434
H 6.30877 -1.45202 12.84320
H 4.38331 -3.30889 12.35957
H 2.44709 -2.02472 10.96950
N -5.76603 2.86417 -7.08240
C -4.91293 1.80546 -6.94306
C -4.43275 1.48582 -8.18579
C -5.02253 2.38850 -9.11123
C -5.84093 3.22546 -8.39852
H -6.26186 3.31018 -6.33012
H -4.71915 1.37046 -5.97725
H -3.73640 0.69421 -8.40586
H -4.86381 2.41983 -10.17630
H -6.46505 4.04385 -8.71497
N -1.55832 12.34288 -3.54978
C -1.92574 13.25592 -2.59926
C -2.26953 12.56421 -1.46809
C -2.10317 11.17917 -1.74629
C -1.66402 11.07718 -3.03873
H -1.25927 12.56594 -4.48038
H -1.90993 14.31211 -2.80722
H -2.60362 13.00161 -0.54190
H -2.28521 10.35343 -1.08040
H -1.41849 10.21574 -3.63558



HOMO energy in eV, matching the order above: -9.361 -8.798 -4.853
E in eV, matching the order above: -80327.2517 -271883.9848 -154222.6089